This record from the OMol25 dataset describes a cluster of 2 separate species, C9H14O in total. The level of theory is ωB97M-V/def2-TZVPD.

## Properties
Strongest force on any atom: 1.4 eV/A
LUMO: 0.87 eV
SMILES: Cc1ccc(O)cc1.CC
HOMO level: -8.366 eV
Energy above the lowest of the compared OMol25 structures with the same formula, charge and spin: 33.3 kJ/mol
Orbital gap: 9.234 eV

Each line ends with the Mulliken charge.
Positions of all 24 atoms, in Å:
1 C 0.650 -0.833 -2.862  -0.51
2 C 1.862 -0.305 -3.669  -0.94
3 H 0.773 -0.578 -1.816  0.06
4 H -0.287 -0.401 -3.216  0.23
5 H 0.576 -1.912 -2.990  0.34
6 H 1.581 0.313 -4.509  0.27
7 H 2.420 -1.148 -4.060  0.27
8 H 2.562 0.224 -3.031  0.30
9 C 1.495 -0.516 3.039  -1.36
10 C -1.053 -0.777 0.236  -0.38
11 C -0.124 -1.147 1.213  -0.72
12 C -1.353 0.546 0.011  0.69
13 C 0.457 -0.151 1.985  0.82
14 C -0.681 1.537 0.720  -0.51
15 C 0.241 1.200 1.693  -0.60
16 O -2.259 0.968 -0.918  -0.58
17 H -1.536 -1.582 -0.314  0.29
18 H 0.184 -2.168 1.384  0.32
19 H -2.618 0.230 -1.427  0.31
20 H -0.905 2.559 0.452  0.40
21 H 2.357 0.148 2.961  0.33
22 H 1.794 -1.558 2.968  0.34
23 H 0.920 1.936 2.095  0.33
24 H 1.051 -0.323 4.014  0.30

Force components x, y, z for each atom (eV/Å):
0.4 0.3 -0.6
-0.1 -0.5 0.4
-0.2 -0.2 0.2
0.0 0.1 0.1
-0.1 0.0 0.3
-0.1 0.3 -0.1
0.2 -0.1 -0.2
0.0 0.3 0.0
-0.7 0.6 -0.2
0.1 -1.2 0.2
-0.4 1.1 0.2
0.0 0.1 0.1
1.4 -0.3 0.1
-0.1 0.2 0.0
-0.2 -0.7 -0.7
-0.2 0.0 -0.2
-0.1 0.2 -0.2
-0.3 -0.1 -0.1
0.2 0.0 0.2
0.1 0.1 0.0
0.1 -0.2 0.0
0.1 0.0 0.1
-0.3 0.2 0.4
0.1 -0.2 0.3